C19H46Cl2P2Pt | ωB97M-V/def2-TZVPD

E_tot	-2473.6425	Ha
strongest force on any atom	3.19	eV/A
LUMO (alpha / beta)	0.60 / -2.72	eV
HOMO energy (alpha / beta)	-0.1535 / -0.2861	Ha
HOMO-LUMO gap (alpha / beta)	0.176 / 0.186	Eh
multiplicity	5

Geometry as XYZ:
```
70
C19H46Cl2P2Pt, DFT ωB97M-V/def2-TZVPD
Pt 0.48 -0.55 -0.90
P -0.35 0.65 0.98
C -0.82 -0.28 2.52
C 0.92 1.82 1.64
C -1.83 1.66 0.64
C 0.03 -1.52 2.75
H -1.85 -0.60 2.27
C -0.85 0.53 3.82
H 0.15 0.69 4.24
H -1.42 -0.05 4.55
H -1.35 1.50 3.76
H 0.09 -2.17 1.88
H -0.41 -2.10 3.57
H 1.05 -1.25 3.04
H -2.62 0.89 0.56
C -1.80 2.40 -0.71
C -2.20 2.63 1.76
H -2.62 2.11 2.61
H -2.97 3.32 1.40
H -1.34 3.23 2.09
H -1.69 1.73 -1.57
H -0.99 3.14 -0.75
H -2.75 2.95 -0.81
C 2.29 1.18 1.72
H 0.54 2.00 2.66
C 1.01 3.19 0.96
H 2.31 0.26 2.32
H 2.98 1.88 2.20
H 2.66 0.95 0.72
H 1.25 3.07 -0.10
H 1.83 3.73 1.44
H 0.12 3.80 1.06
Cl 1.24 1.50 -1.91
H 1.19 -1.14 0.40
H -1.00 -0.90 -0.34
P 0.45 -3.52 -3.34
C -1.24 -3.82 -4.13
C 1.55 -3.48 -4.85
C 0.84 -5.17 -2.55
C -2.09 -2.56 -4.31
H -1.75 -4.43 -3.36
C -1.24 -4.60 -5.47
H -0.95 -3.93 -6.28
H -2.24 -5.00 -5.68
H -0.52 -5.43 -5.53
H -2.23 -2.02 -3.38
H -3.10 -2.83 -4.67
H -1.65 -1.87 -5.04
H -0.08 -5.32 -1.94
C 2.03 -5.19 -1.59
C 0.93 -6.32 -3.55
H -0.02 -6.52 -4.04
H 1.29 -7.24 -3.07
H 1.64 -6.07 -4.35
H 1.90 -4.50 -0.76
H 2.98 -4.93 -2.07
H 2.11 -6.21 -1.17
C 1.48 -2.09 -5.51
H 1.16 -4.21 -5.59
C 3.01 -3.81 -4.56
H 0.46 -1.81 -5.81
H 2.09 -2.10 -6.42
H 1.84 -1.28 -4.87
H 3.51 -3.11 -3.88
H 3.54 -3.79 -5.51
H 3.13 -4.80 -4.11
Cl 3.48 -1.67 -1.24
C 1.92 -1.49 -1.99
H 2.04 -0.92 -2.93
H 1.33 -2.49 -2.11
```

---

C20H29BrCsO3 | ωB97M-V/def2-TZVPD

E_tot	-3598.4353	Ha
strongest force on any atom	9.22	eV/A
LUMO	-3.70	eV
net charge	+1
HOMO energy	-0.3569	Ha
HOMO-LUMO gap	0.221	Eh

Geometry as XYZ:
```
54
C20H29BrCsO3, DFT ωB97M-V/def2-TZVPD
C 4.14 -1.37 -1.31
C 4.50 -1.07 0.27
C 5.77 -1.96 0.89
C 3.77 -0.12 1.16
C 4.08 1.48 1.35
C 2.73 2.44 1.13
C 1.82 1.98 -0.15
C 2.77 2.04 -1.48
C 0.51 2.92 -0.45
C -0.93 2.28 0.00
C -1.33 0.87 -0.73
C -2.66 0.24 -0.36
C -3.72 0.93 0.69
C -4.57 -0.17 1.58
C -6.06 -0.50 0.95
C -6.35 -2.10 1.32
O -6.54 -2.92 0.10
C -3.03 -1.22 -1.07
O -4.25 -1.56 -1.50
C -1.72 -2.24 -1.25
Br -1.78 -4.22 -0.96
C -0.40 -1.61 -1.66
C -0.42 0.05 -1.84
O 0.25 0.59 -2.86
H 4.66 -2.34 -1.73
H 2.98 -1.47 -1.52
H 4.51 -0.48 -2.00
H 6.66 -1.91 0.13
H 6.01 -1.55 1.95
H 5.36 -3.08 0.93
H 2.86 -0.57 1.78
H 4.91 1.76 0.55
H 4.56 1.62 2.41
H 3.16 3.53 0.91
H 2.14 2.48 2.14
H 1.40 0.90 0.10
H 2.37 2.76 -2.34
H 3.88 2.41 -1.27
H 2.75 0.95 -1.96
H 0.65 3.91 0.19
H 0.39 3.28 -1.56
H -1.77 3.07 -0.31
H -1.00 2.17 1.16
H -4.52 1.51 0.02
H -3.25 1.70 1.44
H -4.75 0.33 2.65
H -3.89 -1.11 1.76
H -6.14 -0.32 -0.20
H -6.93 0.10 1.47
H -5.50 -2.59 1.97
H -7.34 -2.18 1.96
H -5.75 -3.57 0.02
H 0.56 -2.26 -1.83
Cs 4.46 -3.78 -2.61
```

---

C23H43AlN2O2P3 | ωB97M-V/def2-TZVPD

E_tot	-2427.7434	Ha
relative energy (zero: lowest compared OMol25 entry of this formula, charge and spin)	0.00	kcal per mole
strongest force on any atom	4.78	eV/A
LUMO	-10.48	eV
net charge	+3
HOMO energy	-0.5784	Ha
HOMO-LUMO gap	0.193	Eh

Geometry as XYZ:
```
74
C23H43AlN2O2P3, DFT ωB97M-V/def2-TZVPD
Al 0.17 0.15 -0.36
P -1.16 -0.61 1.60
P -0.06 -1.27 -2.37
P -2.27 1.38 -1.03
H 2.15 3.54 1.93
C 1.39 4.03 2.55
C 0.72 3.32 3.47
H 0.96 2.25 3.59
C -0.16 -0.94 3.10
C -2.11 -2.17 1.44
C -2.43 0.51 2.29
C 1.48 -1.62 -3.30
C -0.68 -2.98 -2.02
C -1.17 -0.73 -3.71
C -2.51 2.84 0.07
C -3.99 0.75 -1.17
C -2.07 2.27 -2.63
H 1.29 5.11 2.44
H -0.06 3.73 4.12
H 0.79 -0.41 3.05
H 0.03 -2.02 3.20
H -0.72 -0.59 3.98
H -1.52 -3.02 1.80
H -2.42 -2.34 0.41
H -3.01 -2.08 2.07
H -1.98 1.49 2.51
H -2.80 0.07 3.23
H -3.27 0.64 1.60
H 1.89 -0.67 -3.69
H 1.26 -2.28 -4.15
H 2.23 -2.10 -2.66
H -0.91 -3.47 -2.98
H -1.60 -2.94 -1.41
H 0.07 -3.58 -1.48
H -1.18 -1.50 -4.50
H -0.79 0.21 -4.13
H -2.19 -0.59 -3.33
H -2.72 3.72 -0.55
H -1.59 3.03 0.65
H -3.34 2.67 0.75
H -4.70 1.58 -1.13
H -4.21 0.05 -0.36
H -4.11 0.22 -2.12
H -2.64 3.20 -2.58
H -2.45 1.65 -3.45
H -1.02 2.51 -2.81
C 1.24 2.68 -1.02
C 2.08 2.10 -1.99
C 2.36 2.86 -3.12
C 1.99 4.21 -3.15
C 1.35 4.83 -2.06
C 1.03 4.07 -0.94
O 0.40 1.93 -0.26
H 0.81 -1.95 -0.25
H 2.42 1.06 -1.89
H 2.90 2.41 -3.97
H 2.22 4.82 -4.02
H 1.09 5.90 -2.05
H 0.53 4.43 -0.05
N 2.10 -5.71 3.63
C 1.24 -4.83 3.04
O 0.01 -4.90 3.11
C 1.89 -3.71 2.28
C 3.01 -2.95 2.68
C 3.39 -1.86 1.88
C 2.66 -1.51 0.75
N 1.57 -2.26 0.42
C 1.20 -3.36 1.13
H 1.72 -6.63 3.83
H 3.11 -5.65 3.48
H 3.55 -3.20 3.59
H 4.27 -1.26 2.15
H 2.91 -0.67 0.10
H 0.33 -3.88 0.75
```

---

C22H15MnN3O7S5 | ωB97M-V/def2-TZVPD

E_tot	-4680.3324	Ha
strongest force on any atom	0.62	eV/A
LUMO (alpha / beta)	3.60 / 3.84	eV
net charge	-2
HOMO energy (alpha / beta)	-0.0076 / -0.0936	Ha
HOMO-LUMO gap (alpha / beta)	0.140 / 0.235	Eh
multiplicity	6

Geometry as XYZ:
```
53
C22H15MnN3O7S5, DFT ωB97M-V/def2-TZVPD
Mn -0.13 0.13 -0.65
C 7.40 -1.28 -2.53
C 6.03 -1.72 -2.09
C 5.83 -2.29 -0.84
C 4.56 -2.67 -0.42
C 3.47 -2.46 -1.26
C 3.65 -1.91 -2.52
C 4.93 -1.54 -2.93
S 1.83 -2.87 -0.71
O 2.02 -3.89 0.29
O 1.07 -3.18 -1.89
N 1.24 -1.53 -0.10
C 1.70 -0.99 1.09
C 2.33 -1.63 2.17
C 2.58 -0.89 3.31
C 2.21 0.45 3.39
C 1.60 1.00 2.28
N 1.39 0.31 1.16
H 8.18 -1.69 -1.88
H 7.49 -0.19 -2.51
H 7.61 -1.60 -3.56
H 6.68 -2.45 -0.19
H 4.41 -3.13 0.55
H 2.80 -1.76 -3.17
H 5.07 -1.10 -3.91
H 2.55 -2.68 2.12
H 3.04 -1.37 4.16
H 2.36 1.04 4.28
H 1.29 2.04 2.26
O -0.42 2.18 -0.28
C -1.12 2.61 0.64
C -1.85 1.89 1.62
C -2.52 2.65 2.62
C -3.25 2.02 3.61
C -3.32 0.60 3.58
C -2.69 -0.14 2.62
C -1.92 0.48 1.61
O -1.30 -0.29 0.73
N -3.88 2.72 4.62
O -4.56 2.07 5.52
O -3.78 4.01 4.62
H -1.17 3.71 0.74
H -2.47 3.73 2.62
H -3.90 0.12 4.36
H -2.75 -1.22 2.61
O -1.29 2.38 -7.04
C -1.10 1.93 -5.93
S -2.36 1.26 -4.90
C -1.33 0.80 -3.55
C -0.03 1.07 -3.68
S 1.18 0.62 -2.51
S 0.49 1.86 -5.16
S -2.03 -0.01 -2.17
```

---

C10H24F5N4OReTe | ωB97M-V/def2-TZVPD

E_tot	-1534.2544	Ha
strongest force on any atom	3.73	eV/A
LUMO (alpha / beta)	-12.31 / -13.09	eV
net charge	+3
HOMO energy (alpha / beta)	-0.7808 / -0.8023	Ha
HOMO-LUMO gap (alpha / beta)	0.329 / 0.321	Eh
multiplicity	4

Geometry as XYZ:
```
46
C10H24F5N4OReTe, DFT ωB97M-V/def2-TZVPD
Re 0.34 0.13 -0.60
C 2.18 0.28 2.10
C 2.26 -1.17 1.64
N 1.79 -1.38 0.27
C 1.24 -2.72 0.02
C -0.27 -2.68 0.25
N -0.84 -1.68 -0.69
C -2.34 -1.66 -0.71
C -2.97 -0.44 -0.05
C -2.81 0.85 -0.85
N -1.44 1.40 -0.94
C -1.17 2.58 -0.09
C -0.81 2.19 1.35
N -0.23 0.81 1.44
C 0.78 0.69 2.55
H 2.56 0.96 1.35
H 2.82 0.39 2.98
H 1.68 -1.80 2.32
H 3.30 -1.50 1.72
H 2.59 -1.22 -0.36
H 1.69 -3.48 0.67
H 1.44 -3.01 -1.02
H -0.51 -2.38 1.27
H -0.71 -3.67 0.07
H -0.57 -2.00 -1.63
H -2.71 -2.57 -0.22
H -2.68 -1.70 -1.75
H -2.64 -0.34 0.99
H -4.04 -0.64 0.00
H -3.47 1.60 -0.41
H -3.17 0.65 -1.86
H -1.32 1.73 -1.90
H -2.03 3.26 -0.09
H -0.34 3.13 -0.54
H -1.66 2.28 2.03
H -0.06 2.92 1.68
H -1.01 0.23 1.75
H 0.42 -0.05 3.28
H 0.84 1.64 3.08
F 0.53 2.31 -2.82
Te 2.03 1.09 -2.94
F 3.10 2.58 -2.99
F 1.90 0.96 -4.76
F 1.86 1.59 -0.88
F 3.51 0.13 -2.18
O 0.93 -0.28 -2.52
```